88
Properties=species:S:1:pos:R:3:forces:R:3 method="wB97M-V/def2-TZVPD" gap_ev=8.1 total_energy_ha=-3095.3979 de_lowest_kcal_mol=0.0 molar_mass_da=685.7 e_homo_ev=-8.05 max_force_ev_per_a=11.47
S 1.76453 -0.11560 2.96738 1.51 -1.13 1.73
S 4.73153 -0.25060 -0.56363 -3.37 3.46 0.94
F -0.33247 3.39340 -1.42663 -0.55 -0.71 0.18
O 1.05253 0.05640 1.74137 0.18 0.02 -1.33
O 5.00053 0.87540 0.34437 0.16 -1.79 -0.37
O -0.68247 -1.89860 0.63838 1.50 -0.26 -0.59
O 2.23753 -2.83360 -4.24162 0.87 -3.69 -0.82
O -2.62947 -2.96560 0.78738 1.84 -2.72 -1.03
O -2.40747 -1.03360 1.74437 2.17 1.36 0.63
O -2.23047 4.17940 2.53037 -0.71 -0.55 -1.26
O 2.87953 -1.01660 3.22237 0.01 0.52 -1.42
O 3.35953 -0.34560 -1.03462 0.72 -0.35 0.41
O -3.54047 2.62040 -4.83762 -3.33 -1.54 -4.68
O -4.19447 5.14240 2.25738 -3.10 -0.76 -2.70
O -2.86147 5.80540 3.97738 -1.53 -2.13 -3.64
O -4.08247 0.52040 -5.64062 1.64 2.59 2.34
O 1.81153 -0.83560 -3.34562 0.25 -2.66 -0.06
O 2.20653 -2.66660 -2.01562 -0.73 0.96 -1.16
O -2.90147 0.87640 -3.72162 -2.09 -1.29 -0.62
N 0.21253 0.79140 -0.79062 -2.65 3.03 -4.64
C -2.79847 3.18040 -3.92162 2.54 3.57 5.10
C -3.54547 1.27640 -4.81762 -1.77 -2.50 -1.90
C -2.44247 2.00940 -3.04662 5.89 -1.64 0.05
C -1.78247 -2.00460 1.02638 -0.56 1.47 0.39
C -2.77347 3.45340 1.33837 -0.27 0.11 1.30
C 5.30853 -1.76960 0.03238 2.84 -0.20 -0.43
C 0.56353 -0.64960 4.13838 0.84 3.33 -0.29
C -3.14147 5.11240 2.96538 4.87 1.22 4.82
C -2.75847 1.94040 1.60538 -0.86 -0.80 -0.31
C -4.74947 -3.61260 1.70838 -1.83 -4.52 -0.30
C -0.00247 0.66240 4.69837 1.39 -1.15 0.98
C 5.76053 -0.06960 -1.90462 5.19 2.42 0.91
C 2.12253 1.54140 3.54138 -5.33 -0.80 -3.57
C -3.88847 -2.61760 1.12738 -0.72 2.21 3.32
C 6.23353 -2.33360 -1.07563 -9.01 5.94 -3.88
C 0.73953 1.89840 4.07037 -4.12 -0.43 -2.27
C -3.63647 -1.43460 2.14637 -2.81 -1.32 -2.59
C 2.58053 -4.16460 -3.64662 -0.66 0.77 0.21
C 1.53053 -4.87860 -1.33062 -0.95 2.59 0.19
C -3.58647 4.32040 -3.09862 -0.78 -1.17 -1.88
C 2.05953 -2.03560 -3.27262 -0.76 4.11 4.14
C -4.21147 4.02140 1.31137 0.88 -0.08 -2.28
C 6.90453 -1.10860 -1.71862 -5.32 -1.67 -1.55
C 2.57153 -4.08760 -2.11863 -3.15 2.81 -1.34
H -1.31047 1.71040 -3.15362 -1.40 1.78 0.54
H -0.08447 2.19140 3.16638 2.87 -0.01 2.36
H 5.31053 -0.03360 -2.82862 -1.35 -0.07 -1.88
H 4.55153 -2.40060 0.36337 -1.42 -0.86 0.66
H -5.07347 -4.33760 0.86838 -0.21 1.35 1.05
H -3.32347 1.83740 2.50937 -1.38 -0.14 0.46
H 6.39053 0.93240 -1.69463 -2.21 -1.72 -0.83
H -4.95747 3.27040 1.50937 -0.39 0.02 1.04
H -3.91347 4.99540 -4.00662 0.62 -0.33 2.69
H 6.92653 -2.85560 -0.78862 6.78 -6.53 3.35
H 0.45053 -4.75360 -1.59463 0.97 0.89 -0.28
H 3.53053 -3.98660 -1.73862 1.91 -1.22 0.99
H -2.28047 3.71340 0.40537 0.80 0.25 0.29
H 1.07853 -1.25160 4.76938 1.46 -1.65 2.24
H -3.29947 1.27940 0.75937 1.62 1.59 1.83
H -4.47147 3.94440 -2.53363 -0.21 -0.47 -1.38
H -0.65947 1.09640 -1.46262 3.11 0.07 2.10
H 7.50853 -0.56160 -1.14963 3.58 0.98 2.27
H 3.50853 -4.44060 -3.99362 2.27 -0.25 -0.95
H 5.51653 -2.80560 -1.89263 1.79 0.56 1.51
H 0.75553 2.60040 4.86337 0.03 1.25 0.15
H 1.92353 -4.88060 -4.01662 -1.57 -0.97 -0.71
H 5.98253 -1.46160 0.81338 0.00 -0.12 0.88
H -0.09247 -1.22160 3.59737 -1.87 -1.22 -1.34
H 7.18253 -1.54060 -2.62462 1.57 0.35 -1.68
H 1.09553 0.95240 -1.26863 0.10 0.03 -0.05
H -4.37147 -2.28760 0.29438 -1.26 1.38 -2.58
H 1.59253 -4.67460 -0.26863 0.19 0.32 0.16
H -1.02247 0.43240 4.56038 -1.64 1.44 -0.53
H -3.77647 -1.83660 3.09638 0.78 -0.56 2.14
H -1.86647 3.65840 -4.35762 -1.05 -0.48 0.52
H -4.39747 4.22840 0.19438 -0.05 1.01 1.88
H 2.84953 1.62440 4.17737 4.15 0.07 3.82
H 0.09053 0.72540 5.78538 0.30 -0.30 -0.02
H -4.42347 -0.69160 2.04637 0.29 0.49 -0.30
H 0.15753 1.23840 0.06737 0.03 2.02 1.75
H 0.06353 -0.10460 -0.56162 -0.02 -4.85 0.78
H -2.55347 1.96140 -1.98163 -1.10 0.46 0.48
H -3.09747 4.59840 -2.15462 1.17 1.09 -1.23
H 1.58153 -5.87760 -1.42162 1.04 -3.79 -0.46
H 2.31253 2.11340 2.65738 0.36 0.29 -0.56
H -4.34047 -4.42260 2.37038 0.18 1.46 0.11
H -1.86847 1.48840 2.09137 0.37 0.38 -1.64
H -5.62747 -3.11460 2.17638 0.47 -0.58 -0.38